(1)
{
  "formula": "C23H69INO16",
  "method": "ωB97M-V/def2-TZVPD",
  "elements": ["C", "C", "C", "O", "O", "C", "C", "C", "I", "O", "C", "C", "N", "C", "C", "C", "O", "H", "H", "H", "H", "H", "H", "H", "H", "H", "H", "H", "H", "H", "H", "H", "H", "H", "H", "H", "H", "H", "C", "O", "H", "H", "H", "H", "C", "O", "H", "H", "H", "H", "C", "O", "H", "H", "H", "H", "C", "O", "H", "H", "H", "H", "C", "O", "H", "H", "H", "H", "C", "O", "H", "H", "H", "H", "C", "O", "H", "H", "H", "H", "C", "O", "H", "H", "H", "H", "C", "O", "H", "H", "H", "H", "C", "O", "H", "H", "H", "H", "C", "O", "H", "H", "H", "H", "C", "O", "H", "H", "H", "H"],
  "coordinates": [[-5.172, -2.268, 1.007], [-3.650, -2.361, 0.974], [-3.039, -1.427, -0.049], [-3.699, -0.593, -0.652], [-1.712, -1.586, -0.254], [-0.998, -0.726, 0.800], [0.314, -0.286, 0.201], [1.260, 0.710, 0.950], [0.440, 1.179, 3.048], [1.236, 1.923, 0.189], [0.073, 2.722, 0.142], [0.078, 3.552, -1.157], [-1.152, 3.396, -1.938], [-1.183, 2.265, -2.862], [-0.594, 2.523, -4.250], [0.927, 2.502, -4.291], [-1.055, 3.753, -4.820], [-5.555, -2.916, 1.799], [-5.629, -2.541, 0.057], [-5.470, -1.250, 1.253], [-3.261, -2.108, 1.965], [-3.297, -3.370, 0.744], [-1.686, 0.096, 0.998], [-0.869, -1.373, 1.668], [0.910, -1.199, 0.094], [0.154, 0.094, -0.810], [0.065, 3.407, 0.996], [-0.849, 2.133, 0.155], [0.992, 3.295, -1.701], [0.154, 4.616, -0.912], [-1.332, 4.255, -2.439], [-0.664, 1.424, -2.403], [-2.230, 1.972, -2.998], [-0.941, 1.705, -4.895], [1.277, 1.638, -3.725], [1.285, 2.414, -5.318], [1.317, 3.422, -3.853], [-1.969, 3.885, -4.558], [4.053, -0.247, -3.646], [3.172, 0.207, -2.635], [3.570, -1.071, -4.168], [4.266, 0.552, -4.362], [4.992, -0.601, -3.207], [3.609, 0.935, -2.181], [-3.731, 1.336, 3.563], [-4.961, 0.881, 4.144], [-3.019, 0.516, 3.582], [-3.888, 1.646, 2.527], [-3.316, 2.166, 4.136], [-5.577, 1.615, 4.116], [1.069, 3.765, 6.007], [0.080, 2.900, 6.569], [0.556, 4.610, 5.551], [1.734, 4.122, 6.792], [1.649, 3.240, 5.251], [0.549, 2.158, 6.957], [4.585, 2.969, 4.854], [4.098, 3.442, 6.115], [3.922, 2.177, 4.519], [4.571, 3.775, 4.115], [5.596, 2.572, 4.938], [4.664, 4.149, 6.429], [6.613, 2.694, -2.726], [5.299, 2.285, -2.371], [7.262, 1.829, -2.614], [6.657, 3.036, -3.763], [6.971, 3.491, -2.069], [4.718, 3.045, -2.466], [-3.659, -1.466, -3.978], [-2.597, -0.669, -3.493], [-3.376, -1.829, -4.965], [-3.843, -2.328, -3.327], [-4.587, -0.891, -4.071], [-2.857, -0.354, -2.616], [-7.984, -2.512, 4.773], [-6.917, -2.969, 3.960], [-8.729, -3.304, 4.815], [-7.648, -2.293, 5.791], [-8.451, -1.615, 4.354], [-6.261, -2.268, 3.921], [0.406, -4.132, 0.466], [0.384, -4.155, 1.894], [1.425, -3.915, 0.151], [0.104, -5.109, 0.072], [-0.259, -3.360, 0.080], [-0.515, -4.339, 2.170], [-8.099, 0.265, -0.599], [-6.877, 0.387, 0.109], [-8.873, 0.743, -0.001], [-8.051, 0.764, -1.572], [-8.372, -0.784, -0.749], [-6.185, -0.036, -0.413], [6.410, -0.437, 3.173], [6.026, 0.904, 2.901], [7.152, -0.407, 3.968], [5.557, -1.034, 3.507], [6.854, -0.913, 2.294], [5.362, 0.886, 2.205], [4.120, -3.501, -6.269], [4.150, -2.290, -7.016], [4.855, -3.423, -5.472], [3.134, -3.655, -5.825], [4.371, -4.363, -6.895], [3.492, -2.364, -7.710], [4.500, -5.413, -0.774], [4.491, -5.429, 0.648], [5.519, -5.204, -1.090], [4.197, -6.385, -1.176], [3.842, -4.633, -1.167], [3.594, -5.602, 0.943]],
  "forces_ev_per_angstrom": [[0.24, -0.02, 0.47], [-0.35, 0.12, -0.28], [-0.25, 0.29, -0.37], [0.49, -0.72, 0.19], [-0.37, 0.65, 0.66], [-0.18, -0.21, -0.77], [0.10, -0.41, 0.53], [0.49, 0.16, -1.07], [-0.26, 0.00, 0.37], [0.11, 0.02, 0.67], [-0.08, 0.21, -0.68], [0.02, 0.16, 0.22], [0.24, -0.05, 0.05], [-0.28, 0.49, 0.12], [0.20, -0.57, -0.28], [-0.29, 0.17, 0.01], [0.22, 0.17, 0.11], [-0.11, -0.07, -0.20], [0.02, -0.05, -0.02], [-0.06, -0.03, -0.03], [0.22, 0.04, -0.12], [0.02, 0.01, 0.03], [0.20, 0.06, 0.20], [-0.02, 0.20, 0.06], [-0.02, 0.04, -0.13], [-0.11, 0.07, 0.05], [-0.09, -0.23, 0.16], [0.01, -0.12, 0.10], [-0.04, -0.09, -0.06], [0.01, -0.05, 0.02], [0.00, 0.01, -0.09], [-0.06, -0.10, -0.02], [0.03, -0.07, 0.01], [-0.07, -0.07, 0.11], [0.17, 0.06, 0.00], [0.00, 0.10, 0.00], [0.12, -0.07, 0.00], [-0.19, -0.08, -0.06], [-0.07, 0.20, 0.24], [-0.12, -0.13, -0.17], [-0.03, 0.00, 0.00], [0.11, -0.11, -0.10], [0.06, -0.03, -0.15], [0.01, -0.08, 0.14], [-0.21, 0.07, 0.00], [0.10, -0.17, -0.01], [0.01, -0.03, 0.05], [0.09, 0.00, -0.02], [0.12, -0.01, -0.04], [-0.08, 0.02, -0.02], [-0.21, -0.27, 0.27], [-0.11, 0.27, 0.00], [-0.08, -0.06, -0.01], [0.12, 0.13, -0.09], [0.04, 0.10, -0.10], [0.00, -0.13, -0.07], [0.06, 0.27, 0.19], [0.02, -0.17, 0.05], [-0.04, 0.00, 0.03], [0.01, -0.08, -0.09], [-0.01, -0.05, -0.05], [0.11, 0.02, -0.08], [-0.15, 0.02, 0.02], [0.08, 0.12, -0.03], [0.00, -0.02, 0.01], [0.05, -0.02, -0.01], [0.05, -0.02, 0.00], [-0.08, 0.01, 0.07], [0.10, 0.09, 0.14], [-0.19, 0.05, -0.10], [0.00, -0.01, -0.01], [-0.04, -0.02, -0.04], [-0.03, -0.05, -0.03], [0.16, -0.08, 0.15], [0.05, 0.10, -0.01], [-0.03, -0.03, 0.06], [0.02, -0.03, -0.01], [-0.05, 0.00, 0.00], [-0.01, -0.03, 0.04], [0.05, 0.07, -0.04], [-0.25, -0.14, 0.25], [0.22, -0.05, -0.09], [0.02, 0.04, 0.06], [0.07, 0.05, -0.15], [0.06, -0.02, -0.14], [-0.07, 0.05, 0.05], [0.22, -0.04, 0.02], [-0.18, 0.04, -0.14], [-0.01, 0.01, 0.01], [-0.06, 0.00, -0.01], [-0.06, 0.01, -0.02], [0.19, 0.08, 0.10], [-0.16, 0.12, -0.08], [0.16, -0.09, -0.05], [0.02, 0.01, 0.02], [0.03, -0.04, 0.00], [0.01, -0.05, 0.03], [-0.15, 0.03, 0.02], [-0.19, 0.10, -0.14], [0.16, -0.14, 0.09], [0.02, 0.07, -0.01], [0.04, -0.08, 0.08], [0.02, -0.02, 0.04], [-0.06, 0.08, -0.05], [-0.17, -0.04, 0.26], [0.14, -0.05, -0.13], [0.02, 0.01, 0.01], [0.01, 0.04, -0.11], [0.02, -0.01, -0.07], [-0.06, 0.08, 0.06]],
  "mulliken_charge": [-1.352, 0.116, 0.374, -0.535, -0.376, -0.159, -0.054, -0.816, -0.324, 0.013, -0.348, -0.172, -0.139, -0.052, 0.595, -1.470, -0.655, 0.396, 0.261, 0.358, 0.249, 0.305, 0.506, 0.309, -0.076, -0.132, 0.250, 0.116, -0.142, 0.439, 0.384, -0.371, 0.007, 0.307, 0.294, 0.432, 0.237, 0.365, -0.526, -0.293, 0.121, 0.222, 0.275, 0.229, -0.426, -0.508, 0.047, 0.248, 0.362, 0.271, -0.205, -0.512, 0.230, 0.210, -0.059, 0.286, -0.473, -0.488, 0.151, 0.271, 0.279, 0.264, -0.686, -0.396, 0.236, 0.289, 0.265, 0.236, -0.637, -0.344, 0.256, 0.219, 0.269, 0.186, -0.584, -0.462, 0.237, 0.259, 0.247, 0.279, -0.050, -0.505, 0.104, 0.335, -0.084, 0.282, -0.636, -0.406, 0.216, 0.275, 0.260, 0.220, -0.579, -0.470, 0.222, 0.278, 0.249, 0.292, -0.557, -0.505, 0.199, 0.262, 0.312, 0.292, -0.473, -0.505, 0.232, 0.248, 0.200, 0.308],
  "charge": -1,
  "lumo_energy_ev": 2.20,
  "orbital_gap_ev": 4.99
}

(2)
{
  "formula": "C23H74O29P6",
  "method": "ωB97M-V/def2-TZVPD",
  "elements": ["C", "O", "P", "O", "O", "C", "O", "C", "H", "H", "H", "H", "H", "H", "H", "H", "H", "C", "O", "P", "O", "O", "C", "O", "C", "H", "H", "H", "H", "H", "H", "H", "H", "H", "C", "O", "P", "O", "O", "C", "O", "C", "H", "H", "H", "H", "H", "H", "H", "H", "H", "C", "O", "P", "O", "O", "C", "O", "C", "H", "H", "H", "H", "H", "H", "H", "H", "H", "C", "O", "P", "O", "O", "C", "O", "C", "H", "H", "H", "H", "H", "H", "H", "H", "H", "C", "O", "P", "O", "O", "C", "O", "C", "H", "H", "H", "H", "H", "H", "H", "H", "H", "C", "O", "H", "H", "H", "H", "C", "O", "H", "H", "H", "H", "C", "O", "H", "H", "H", "H", "C", "O", "H", "H", "H", "H", "C", "O", "H", "H", "H", "H"],
  "coordinates": [[1.994, 3.636, -0.880], [1.962, 4.551, 0.239], [2.084, 6.151, -0.090], [3.224, 6.698, -0.888], [0.613, 6.546, -0.772], [0.260, 6.164, -2.053], [1.938, 6.808, 1.382], [0.957, 6.421, 2.298], [2.590, 2.793, -0.531], [2.556, 4.046, -1.719], [1.031, 3.264, -1.231], [-0.348, 7.018, -2.354], [-0.269, 5.211, -2.046], [1.050, 6.055, -2.796], [1.457, 6.042, 3.189], [0.214, 5.740, 1.882], [0.389, 7.309, 2.575], [5.123, -0.074, 5.896], [3.900, 0.540, 5.534], [3.931, 1.663, 4.379], [5.253, 2.354, 4.185], [3.317, 0.839, 3.138], [2.662, 1.502, 2.078], [2.731, 2.716, 4.754], [2.862, 3.671, 5.767], [5.997, 0.204, 5.307], [4.956, -1.130, 5.687], [5.246, -0.017, 6.978], [3.269, 2.263, 1.587], [1.737, 1.997, 2.374], [2.295, 0.735, 1.396], [2.661, 4.648, 5.327], [3.868, 3.683, 6.186], [2.118, 3.537, 6.552], [3.872, -1.307, -0.264], [4.070, -0.370, -1.309], [2.905, -0.174, -2.403], [1.566, 0.078, -1.827], [3.386, 0.893, -3.508], [4.717, 0.784, -3.944], [2.982, -1.548, -3.285], [2.322, -2.690, -2.791], [4.137, -2.298, -0.632], [2.815, -1.355, -0.001], [4.513, -1.103, 0.594], [5.322, 0.705, -3.041], [5.084, 1.626, -4.530], [4.894, -0.099, -4.557], [3.097, -3.408, -2.521], [1.843, -3.288, -3.565], [1.688, -2.666, -1.904], [-2.620, -2.742, -0.592], [-3.724, -3.648, -0.598], [-5.159, -3.020, -0.230], [-5.270, -2.265, 1.055], [-6.247, -4.252, -0.423], [-7.605, -4.014, -0.279], [-5.400, -2.097, -1.555], [-5.257, -2.726, -2.806], [-2.985, -1.742, -0.823], [-1.879, -2.961, -1.361], [-2.118, -2.870, 0.367], [-8.006, -4.393, 0.661], [-8.215, -4.404, -1.094], [-7.802, -2.942, -0.284], [-4.366, -2.383, -3.333], [-6.098, -2.530, -3.471], [-5.434, -3.789, -2.643], [-0.646, -2.998, -7.697], [-0.719, -2.330, -6.441], [-1.485, -2.991, -5.216], [-2.735, -3.674, -5.667], [-1.669, -1.794, -4.135], [-0.540, -1.154, -3.614], [-0.369, -3.963, -4.551], [-0.694, -4.786, -3.478], [-1.268, -2.435, -8.393], [-1.112, -3.983, -7.700], [0.391, -3.176, -7.983], [-0.299, -1.514, -2.613], [-0.785, -0.125, -3.353], [0.289, -1.089, -4.319], [-0.223, -4.468, -2.549], [-0.391, -5.815, -3.671], [-1.760, -4.824, -3.250], [1.619, -5.210, 3.108], [2.604, -4.203, 3.002], [2.650, -2.859, 3.979], [2.850, -3.157, 5.429], [3.760, -1.896, 3.304], [5.080, -2.341, 3.180], [1.270, -2.051, 3.663], [0.821, -1.929, 2.320], [1.333, -5.633, 2.145], [0.690, -5.009, 3.642], [2.018, -6.096, 3.602], [5.440, -2.946, 4.012], [5.704, -1.448, 3.166], [5.188, -2.856, 2.226], [1.622, -1.937, 1.581], [0.355, -0.945, 2.363], [0.038, -2.676, 2.188], [-1.033, 0.652, -0.072], [-0.439, -0.637, -0.241], [-1.834, 0.462, 0.642], [-0.205, 1.257, 0.298], [-1.395, 1.021, -1.032], [0.370, -0.510, -0.742], [-2.398, 3.712, -0.203], [-1.662, 4.576, 0.583], [-2.567, 2.817, 0.395], [-3.409, 4.047, -0.435], [-1.923, 3.350, -1.115], [-2.239, 4.915, 1.272], [-5.779, 0.917, 2.051], [-4.490, 0.360, 2.025], [-5.820, 1.711, 2.797], [-6.115, 1.341, 1.105], [-6.515, 0.153, 2.298], [-4.532, -0.508, 1.617], [-3.875, 0.988, -2.579], [-3.856, 2.296, -3.136], [-3.898, 1.116, -1.497], [-4.760, 0.472, -2.952], [-2.973, 0.435, -2.840], [-3.326, 2.295, -3.936], [-1.614, 1.930, 3.797], [-0.746, 2.264, 2.701], [-2.636, 2.291, 3.688], [-1.723, 0.864, 3.992], [-1.119, 2.266, 4.708], [-1.171, 2.877, 2.097]],
  "forces_ev_per_angstrom": [[1.06, -0.33, 0.13], [0.01, 1.37, -0.87], [-1.01, 1.22, -0.28], [-1.54, -1.46, 1.30], [2.74, -0.49, 2.56], [-0.66, 0.21, -1.17], [1.10, -0.58, -2.58], [-1.09, 0.16, 0.76], [-0.20, -0.15, -0.02], [-0.12, 0.24, -0.05], [-0.23, 0.37, 0.41], [-0.44, -0.53, -0.61], [-0.42, 0.13, 0.04], [0.55, 0.23, 0.31], [-0.20, -0.28, -0.09], [0.34, -0.38, 0.02], [0.12, 0.17, 0.10], [-0.01, -1.81, 0.19], [-0.12, 1.73, -1.12], [0.31, 1.36, 0.20], [-2.01, -1.37, 0.20], [0.51, 0.84, 1.40], [-1.10, 0.46, -0.68], [0.71, -2.38, -1.14], [0.27, 0.99, 0.43], [-0.15, 0.65, 0.27], [0.10, -0.20, 0.11], [0.27, 0.45, -0.15], [0.33, -0.26, -0.06], [0.06, 0.10, 0.57], [0.51, -0.10, -0.26], [0.14, 0.07, -0.04], [-0.02, 0.01, 0.08], [0.06, -0.40, 0.00], [-0.28, -1.11, 0.09], [-0.36, 1.37, -1.24], [0.01, -0.99, -0.90], [1.11, 0.25, -0.53], [-1.29, -0.64, 1.57], [1.97, -0.45, 0.10], [-0.71, 1.72, 0.73], [0.88, -2.71, 0.11], [0.13, -0.09, -0.03], [0.10, 0.24, 0.36], [-0.23, 0.48, -0.17], [0.45, 0.05, -0.28], [-0.73, 0.31, 0.22], [-0.32, -0.17, 0.06], [0.41, 0.05, 0.37], [-0.53, 0.89, -0.38], [-0.19, 0.99, -0.18], [0.41, 0.38, 0.25], [-1.65, -0.98, 0.27], [-0.70, 0.42, -0.54], [0.14, -0.93, -1.88], [3.41, 0.50, -0.03], [-1.74, 1.33, 0.42], [-0.37, 0.42, 2.01], [-0.99, -0.82, -0.86], [0.29, 0.19, 0.48], [-0.39, -0.50, -0.20], [-0.09, 0.64, -0.01], [0.29, -0.20, 0.04], [0.49, -0.41, -0.18], [-0.09, 0.17, 0.09], [0.25, -0.56, 0.28], [-0.22, 0.83, 0.20], [1.11, -0.30, -0.42], [-0.65, -0.75, -0.49], [0.36, 0.03, 1.24], [-1.23, -0.61, -0.40], [1.49, 0.98, 1.32], [-0.82, -1.64, -1.72], [0.72, 1.40, 1.05], [-0.18, 1.31, -1.30], [-0.70, -1.08, 1.33], [0.62, 0.24, -0.22], [-0.10, -0.08, 0.53], [-0.06, 0.62, -0.08], [0.35, -0.68, -0.36], [-0.36, 0.20, -0.45], [0.11, -0.39, 0.17], [0.33, 0.25, -0.09], [0.15, 0.10, -0.21], [-0.21, 0.13, -0.29], [-0.34, -1.64, 0.38], [0.19, 1.97, 0.44], [-1.10, -0.29, 1.05], [-0.21, 0.40, -2.29], [-1.96, -1.19, 0.44], [1.22, 0.21, -0.33], [2.47, -1.50, 1.02], [-0.86, 0.97, 0.55], [0.17, 0.73, -0.45], [0.17, 0.84, 0.07], [0.40, 0.19, 0.38], [-0.30, -0.23, 0.01], [0.02, 0.04, -0.11], [0.18, -0.25, 0.10], [-0.15, -0.24, 0.10], [-0.09, -0.06, -0.73], [0.21, -0.06, -0.56], [0.94, -1.18, -0.02], [-0.50, -0.88, 0.00], [-0.02, 0.72, 0.02], [-0.65, 0.75, 0.30], [-0.20, 0.20, 0.04], [0.24, 0.15, -0.22], [-1.52, -1.93, 0.19], [1.09, 1.15, 0.28], [-0.18, -0.56, -0.12], [0.09, 0.47, -0.33], [0.39, 0.68, 0.05], [-0.02, 0.14, -0.02], [-0.54, -0.30, 0.07], [0.56, 0.60, 0.01], [0.12, -0.08, 0.07], [0.27, 0.13, -0.33], [-0.14, -0.01, 0.25], [-0.26, -0.38, -0.09], [0.00, 0.34, -0.14], [0.27, 0.38, -0.04], [-0.22, -0.26, 0.01], [0.02, -0.30, 0.27], [-0.02, -0.19, -0.01], [-0.09, -0.03, -0.04], [0.46, -0.04, 0.30], [-0.29, -0.57, 0.34], [0.16, 0.35, -0.01], [0.23, -0.32, -0.78], [-0.33, 0.55, 0.12], [-0.10, 0.10, 0.01]],
  "mulliken_charge": [-0.504, 0.246, 0.673, -0.721, -0.256, -0.580, -0.437, -0.024, -0.047, 0.582, 0.138, 0.297, 0.078, 0.331, 0.119, -0.139, 0.330, -0.641, -0.180, 0.359, -0.762, 0.605, -0.754, -0.245, -0.721, 0.385, 0.057, 0.285, 0.488, 0.344, -0.100, 0.168, 0.333, 0.295, 0.152, -0.420, 0.442, -0.112, -0.401, -0.927, -0.462, -0.611, 0.379, -0.470, 0.210, 0.348, 0.282, 0.266, 0.488, 0.328, 0.088, 0.116, -0.412, 1.178, -0.787, -0.353, -0.678, -0.243, -0.552, 0.000, -0.380, 0.324, 0.294, 0.270, 0.297, -0.007, 0.332, 0.411, -0.859, -0.330, 0.707, -0.743, 0.071, -0.323, -0.234, -0.688, 0.302, 0.351, 0.281, -0.067, 0.158, 0.603, 0.169, 0.339, 0.322, -0.841, -0.339, 0.665, -0.787, 0.614, -1.219, -0.359, -0.217, 0.301, 0.336, 0.307, 0.400, 0.398, 0.295, 0.029, 0.033, 0.351, 0.154, 0.339, 0.252, 0.096, -0.218, -0.058, -0.479, -0.398, -0.047, 0.408, 0.182, 0.254, -0.763, -0.314, 0.280, 0.270, 0.299, 0.274, 0.161, -0.574, 0.053, 0.340, -0.291, 0.298, -0.757, -0.013, 0.275, 0.248, 0.245, 0.066],
  "relative_energy_kcal_mol": 77.8,
  "smiles": "COP(=O)(OC)OC.COP(=O)(OC)OC.COP(=O)(OC)OC.COP(=O)(OC)OC.COP(=O)(OC)OC.COP(=O)(OC)OC.CO.CO.CO.CO.CO",
  "lumo_energy_ev": 0.11,
  "orbital_gap_ev": 9.95
}